{
  "formula": "C2H9N3OS",
  "method": "the ωB97M-V functional and the def2-TZVPD basis",
  "species": ["C", "C", "N", "N", "N", "O", "S", "H", "H", "H", "H", "H", "H", "H", "H", "H"],
  "positions_angstrom": [[0.325408, -1.666453, 0.478431], [-0.501174, 0.418666, 1.633890], [0.329192, 0.849916, -2.337917], [-0.817130, 1.253791, -1.498617], [-0.406358, -0.436743, 0.455922], [-1.389448, -1.259889, -1.696346], [-1.544558, -0.093009, -0.771722], [0.425282, -2.034411, -0.545325], [1.208055, -1.572454, 1.108270], [-0.106995, -2.577568, 1.003239], [-0.168408, 1.393848, 1.261022], [-1.411093, 0.403870, 2.156317], [0.188036, 0.049860, 2.478115], [1.250035, 0.848472, -1.874532], [0.180357, -0.038671, -2.652221], [-1.460178, 1.733513, -2.049093]],
  "forces_ev_per_a": [[-0.553, -2.011, 0.537], [2.781, -0.572, 0.191], [0.141, 3.441, 1.257], [3.567, -2.094, 0.736], [-0.978, 0.372, -0.034], [-0.226, 1.141, 0.680], [0.378, -1.562, 0.112], [0.742, 0.290, 0.221], [0.653, 0.520, -0.788], [-0.670, 1.067, -0.344], [-0.370, 0.219, 0.880], [-1.813, 0.291, 0.140], [-0.428, 0.515, -1.630], [-1.134, 0.418, 0.376], [-0.763, -2.981, -1.136], [-1.328, 0.945, -1.197]],
  "relative_energy_kcal_mol": 12.3,
  "homo_ev": -8.67,
  "gap_ev": 9.50,
  "energy_ha": -719.19466
}